A structure of composition C14H11FeNO4. Source: the Open Molecules 2025 dataset; level of theory: ωB97M-V with the def2-TZVPD basis set.

XYZ file:
```
31
Properties=species:S:1:pos:R:3
O 1.345 -2.563 1.563
C 1.220 -1.413 1.707
Fe 1.091 0.314 1.767
C 2.209 0.552 3.046
O 3.238 0.435 3.580
C 2.182 0.532 0.393
O 2.946 0.388 -0.471
C -1.642 -0.522 -0.081
C -1.970 -0.921 1.391
C -0.932 -0.381 2.340
C -0.757 1.028 2.312
C -0.767 1.605 0.976
C -1.166 0.890 -0.128
H -0.746 -1.143 -0.349
H -2.975 -0.513 1.639
H -2.043 -2.017 1.478
H -0.839 -0.937 3.282
H -0.706 1.643 3.215
H -0.538 2.671 0.877
H -1.100 1.354 -1.113
N -2.705 -0.895 -0.980
C -3.334 -0.024 -1.922
O -3.109 1.194 -1.924
C -4.233 -0.654 -2.875
C -4.409 -2.004 -2.911
C -3.755 -2.812 -1.964
C -2.939 -2.233 -1.031
H -4.724 0.046 -3.549
H -5.068 -2.453 -3.644
H -3.870 -3.890 -1.925
H -2.377 -2.815 -0.305
```

Properties
Multiplicity = 5
Gap between HOMO and LUMO (alpha / beta) = 0.218 / 0.227 hartree
HOMO level (alpha / beta) = -5.66 / -8.77 eV
⟨S²⟩ = 6.091